ORCA calculation (ωB97M-V with the def2-TZVPD basis set) on a molecular structure, C22H47BGeN9O3Rb.

Structure (XYZ):
```
84
C22H47BGeN9O3Rb | the Open Molecules 2025 dataset | ωB97M-V with the def2-TZVPD basis set
Rb 0.28 -0.09 0.06
N 3.41 1.67 -1.49
C 3.76 1.44 -0.09
C 3.31 2.61 0.77
N 2.01 2.34 1.33
C 1.41 3.41 2.08
C 0.10 2.93 2.71
N -0.79 2.46 1.67
H 2.42 1.93 -1.55
H 3.45 0.78 -1.99
H 4.86 1.35 -0.04
H 3.33 0.52 0.33
H 3.33 3.53 0.16
H 4.00 2.75 1.61
H 1.36 2.08 0.58
H 1.22 4.31 1.45
H 2.11 3.71 2.88
H -0.32 3.75 3.33
H 0.33 2.09 3.36
H -1.26 3.22 1.19
H -1.49 1.84 2.04
C 2.18 -4.09 1.84
N 2.28 -3.98 0.40
C 1.99 -5.19 -0.32
C 2.17 -2.72 -0.15
O 2.42 -1.71 0.52
C 1.69 -2.63 -1.59
O 1.62 -1.30 -1.97
C 0.66 -1.06 -3.01
C 0.49 0.46 -3.12
O -0.55 0.84 -2.23
N 0.08 0.83 -4.56
C 1.12 0.57 -5.52
C -0.26 2.23 -4.60
H 3.08 -4.54 2.26
H 1.31 -4.69 2.12
H 2.04 -3.09 2.26
H 2.58 -6.00 0.11
H 2.27 -5.09 -1.36
H 0.93 -5.46 -0.26
H 0.70 -3.11 -1.66
H 2.37 -3.19 -2.27
H -0.29 -1.54 -2.71
H 1.02 -1.56 -3.93
H 1.24 -0.50 -5.69
H 2.10 0.98 -5.22
H 0.84 1.02 -6.48
H -1.01 2.43 -3.83
H -0.70 2.48 -5.58
H 0.61 2.89 -4.42
B -1.59 -1.66 4.47
N -1.94 -2.13 3.06
C -2.54 -3.28 2.73
C -2.69 -3.32 1.35
C -2.13 -2.11 0.93
N -1.69 -1.41 1.97
N -0.20 -1.01 4.43
C 0.18 0.11 5.05
C 1.52 0.34 4.78
C 1.87 -0.74 3.96
N 0.83 -1.54 3.77
H -2.38 -0.84 4.84
H -1.56 -2.62 5.21
H -2.82 -4.00 3.47
H -3.13 -4.09 0.76
H -2.08 -1.71 -0.07
H -0.51 0.68 5.64
H 2.14 1.15 5.13
H 2.82 -0.96 3.51
C -5.19 1.53 -2.67
Ge -3.25 1.54 -1.93
C -2.93 3.58 -1.65
C -3.79 1.07 -0.03
C -1.88 0.20 -2.43
H -5.87 2.01 -1.98
H -5.52 0.50 -2.81
H -5.26 2.03 -3.63
H -3.60 4.00 -0.90
H -3.06 4.13 -2.58
H -1.90 3.74 -1.32
H -4.44 1.82 0.42
H -2.91 0.94 0.61
H -4.32 0.13 -0.03
H -2.00 0.01 -3.51
```

M = 654.57 g/mol
calculated total energy = -100973.8307 eV
charge = -2
HOMO = 0.017 hartree
2S+1 = 1